# 1
177
Properties=species:S:1:pos:R:3 method="wB97M-V/def2-TZVPD" homo_ev=-8.83 e_tot_ev=-87399.93951 orbital_gap_ev=8.77 e_above_lowest_kcal_mol=320.4 spin_multiplicity=1 e_lumo_ev=-0.058 charge=0
C 1.822 -1.566 -3.586
C 1.403 -2.426 -2.409
C 0.140 -3.247 -2.679
O -0.866 -2.336 -3.087
C -1.871 -2.944 -3.868
N 2.527 -3.315 -2.037
H 2.586 -0.812 -3.389
H 0.998 -0.946 -3.948
H 2.144 -2.169 -4.440
H 1.107 -1.706 -1.637
H -0.138 -3.869 -1.820
H 0.339 -3.958 -3.493
H -2.130 -3.968 -3.588
H -1.518 -2.973 -4.909
H -2.785 -2.355 -3.925
H 2.781 -3.891 -2.833
H 2.069 -3.942 -1.376
C 2.477 -2.422 4.963
C 1.151 -3.104 4.638
C 0.473 -3.518 5.936
O -0.718 -4.260 5.638
C -1.322 -4.905 6.744
N 0.376 -2.136 3.849
H 2.969 -2.064 4.055
H 3.215 -3.002 5.520
H 2.266 -1.542 5.573
H 1.311 -4.009 4.042
H 0.171 -2.660 6.550
H 1.101 -4.133 6.586
H -0.815 -5.857 6.931
H -2.364 -5.116 6.514
H -1.239 -4.271 7.629
H 0.657 -2.117 2.877
H -0.585 -2.457 3.901
C 1.651 1.264 5.029
C 0.144 1.303 5.281
C -0.636 1.321 3.970
O -1.997 1.486 4.246
C -2.792 1.180 3.154
N -0.246 0.119 6.055
H 1.965 2.234 4.636
H 1.926 0.566 4.232
H 2.213 1.045 5.935
H 0.007 2.204 5.885
H -0.465 0.391 3.420
H -0.209 2.154 3.390
H -3.849 1.088 3.405
H -2.485 0.248 2.660
H -2.842 1.898 2.320
H -1.210 -0.085 5.812
H 0.311 -0.641 5.680
C 0.852 5.229 0.596
C 1.336 6.504 -0.090
C 2.840 6.659 -0.004
O 3.238 6.904 1.343
C 4.638 6.801 1.446
N 0.972 6.500 -1.507
H 1.189 5.268 1.637
H 1.212 4.268 0.223
H -0.230 5.122 0.697
H 0.811 7.350 0.367
H 3.295 7.443 -0.628
H 3.381 5.787 -0.397
H 5.051 5.840 1.130
H 4.981 6.898 2.479
H 5.102 7.660 0.949
H -0.018 6.623 -1.679
H 1.397 7.311 -1.949
C 1.423 5.774 -4.860
C 0.007 5.173 -4.653
C -0.058 4.184 -3.531
O 0.455 2.902 -3.863
C 0.269 2.012 -2.782
N -0.830 6.367 -4.253
H 2.131 5.022 -5.221
H 1.781 6.150 -3.900
H 1.459 6.604 -5.566
H -0.395 4.772 -5.582
H -1.108 4.050 -3.218
H 0.314 4.580 -2.573
H 1.090 1.294 -2.756
H -0.663 1.468 -2.961
H 0.239 2.493 -1.800
H -0.272 7.166 -4.507
H -0.916 6.426 -3.242
C 4.086 -6.894 0.604
C 4.217 -5.431 0.980
C 2.922 -4.894 1.593
O 1.927 -4.863 0.609
C 0.696 -4.469 1.167
N 5.400 -5.234 1.817
H 5.005 -7.240 0.110
H 3.331 -7.147 -0.139
H 4.077 -7.578 1.456
H 4.328 -4.858 0.049
H 3.106 -3.891 2.006
H 2.665 -5.527 2.455
H 0.781 -3.501 1.674
H 0.338 -5.182 1.915
H -0.029 -4.346 0.363
H 6.204 -5.303 1.200
H 5.445 -4.267 2.130
C -4.960 0.597 -7.829
C -5.459 -0.028 -6.527
C -4.818 0.470 -5.246
O -3.511 -0.059 -5.159
C -2.861 0.312 -3.957
N -6.898 0.155 -6.448
H -4.966 1.685 -7.773
H -5.509 0.201 -8.683
H -3.931 0.292 -8.036
H -5.275 -1.113 -6.537
H -5.425 0.236 -4.363
H -4.801 1.570 -5.251
H -2.644 1.377 -3.838
H -1.890 -0.169 -4.083
H -3.305 -0.050 -3.027
H -7.343 -0.408 -5.717
H -7.379 -0.365 -7.185
C 3.276 3.149 2.379
C 3.937 1.794 2.357
C 3.186 0.750 1.510
O 3.821 -0.495 1.711
C 3.337 -1.508 0.855
N 5.272 2.036 1.752
H 3.565 3.818 1.568
H 3.526 3.694 3.291
H 2.187 3.042 2.371
H 4.055 1.397 3.365
H 3.246 1.002 0.442
H 2.114 0.792 1.747
H 2.356 -1.879 1.162
H 4.019 -2.355 0.761
H 3.321 -1.133 -0.176
H 5.767 1.151 1.656
H 5.076 2.281 0.784
C -0.216 2.228 0.355
C -0.824 1.322 -0.726
C -0.164 -0.047 -0.844
O -0.202 -0.694 0.416
C 0.354 -1.991 0.467
N -2.268 1.122 -0.557
H -0.119 1.663 1.284
H -0.863 3.080 0.555
H 0.770 2.529 -0.005
H -0.642 1.862 -1.662
H 0.873 0.100 -1.168
H -0.674 -0.604 -1.635
H 0.029 -2.427 1.415
H 1.445 -1.934 0.409
H -0.030 -2.700 -0.274
H -2.364 0.475 0.216
H -2.796 1.961 -0.346
O -3.880 1.573 -2.900
H -4.635 1.935 -2.422
H -3.164 1.535 -2.235
O -3.891 -1.417 -2.141
H -3.210 -0.771 -1.907
H -4.385 -0.998 -2.855
O -1.994 -4.312 3.118
H -2.298 -5.220 3.017
H -1.549 -4.296 3.994
O -2.481 -4.234 0.659
H -2.953 -5.032 0.388
H -2.446 -4.281 1.628
O -2.055 -3.871 -2.060
H -2.074 -3.865 -1.094
H -2.634 -3.127 -2.298
O -5.078 -0.139 1.466
H -4.389 -0.770 1.176
H -5.835 -0.282 0.884
O -5.048 2.527 0.456
H -5.809 2.805 0.973
H -4.923 1.585 0.684
O -2.756 -1.561 0.926
H -2.742 -2.498 0.672
H -1.855 -1.223 0.723

# 2
73
Properties=species:S:1:pos:R:3 method="wB97M-V/def2-TZVPD" homo_ev="-7.63 / -8.02" s_squared=0.7603 e_tot_ev=-186624.82442 orbital_gap_ev="5.99 / 6.74" e_above_lowest_kcal_mol=32.4 spin_multiplicity=2 e_lumo_ev="-1.643 / -1.277" charge=0
Re -0.217 -0.502 0.563
O -1.285 -2.239 0.396
C -1.767 -2.633 -0.753
C -1.621 -3.980 -1.146
C -2.085 -4.422 -2.363
C -2.755 -3.558 -3.234
C -2.971 -2.256 -2.852
C -2.491 -1.770 -1.629
C -2.886 -0.482 -1.145
N -2.287 0.078 -0.155
N -2.859 1.101 0.520
C -2.237 1.288 1.652
O -1.247 0.547 2.033
C -2.657 2.410 2.516
C -2.172 2.503 3.818
C -2.474 3.611 4.592
C -3.252 4.635 4.073
C -3.753 4.535 2.781
C -3.459 3.428 2.004
H -1.103 -4.642 -0.466
H -1.930 -5.457 -2.644
H -3.115 -3.917 -4.189
H -3.510 -1.576 -3.502
H -3.797 -0.029 -1.533
H -1.553 1.706 4.209
H -2.097 3.671 5.605
H -3.466 5.513 4.668
H -4.371 5.325 2.374
H -3.839 3.341 0.995
N 3.067 -0.442 0.527
C 3.258 0.918 0.485
C 4.516 1.440 0.735
C 4.806 2.799 0.615
C 3.820 3.668 0.247
C 2.506 3.199 0.063
C 1.480 4.114 -0.247
C 0.209 3.661 -0.415
C -0.042 2.302 -0.212
N 0.864 1.404 0.137
C 2.181 1.816 0.214
H 3.887 -0.947 0.831
H 2.712 -0.890 -0.323
H 5.315 0.749 0.977
H 5.818 3.149 0.769
H 4.018 4.723 0.104
H 1.726 5.164 -0.340
H -0.614 4.315 -0.664
H -1.061 1.970 -0.340
Br 0.157 1.009 -3.824
C 0.410 -0.784 -4.410
C 0.152 -1.055 -5.745
C 0.315 -2.344 -6.224
C 0.735 -3.356 -5.375
C 1.026 -3.069 -4.054
C 0.868 -1.782 -3.550
C 1.254 -1.534 -2.113
O 2.346 -1.911 -1.718
O 0.313 -1.014 -1.402
H -0.171 -0.257 -6.399
H 0.118 -2.550 -7.268
H 0.844 -4.366 -5.747
H 1.374 -3.843 -3.381
Cl 1.256 1.165 3.337
C 1.128 -0.553 3.404
C 0.867 -1.282 2.230
C 1.107 -2.665 2.329
Cl 1.185 -3.608 0.893
C 1.405 -3.299 3.532
Cl 1.642 -5.000 3.585
C 1.512 -2.548 4.698
Cl 1.838 -3.317 6.194
C 1.421 -1.161 4.621
Cl 1.689 -0.217 6.032

# 3
73
Properties=species:S:1:pos:R:3 method="wB97M-V/def2-TZVPD" homo_ev="-7.88 / -8.25" s_squared=3.7742 e_tot_ev=-186624.86741 orbital_gap_ev="7.31 / 7.22" e_above_lowest_kcal_mol=29.5 spin_multiplicity=4 e_lumo_ev="-0.565 / -1.032" charge=0
Re -1.130 0.526 -0.931
O -3.079 0.824 -1.135
C -3.979 0.607 -0.170
C -4.986 1.558 0.024
C -5.974 1.359 0.962
C -6.014 0.188 1.727
C -5.038 -0.759 1.537
C -3.996 -0.559 0.616
C -3.038 -1.612 0.402
N -1.919 -1.426 -0.178
N -1.144 -2.528 -0.476
C -0.335 -2.201 -1.421
O -0.345 -1.011 -1.991
C 0.674 -3.168 -1.900
C 0.909 -4.350 -1.202
C 1.902 -5.217 -1.630
C 2.657 -4.913 -2.756
C 2.414 -3.742 -3.463
C 1.427 -2.867 -3.033
H -4.945 2.456 -0.581
H -6.729 2.124 1.109
H -6.805 0.027 2.449
H -5.052 -1.684 2.105
H -3.285 -2.623 0.720
H 0.309 -4.573 -0.328
H 2.089 -6.135 -1.085
H 3.438 -5.591 -3.084
H 2.990 -3.513 -4.351
H 1.221 -1.950 -3.575
N -0.804 -0.731 2.268
C 0.541 -0.992 2.193
C 1.108 -1.722 3.224
C 2.456 -2.084 3.258
C 3.273 -1.719 2.235
C 2.747 -0.996 1.146
C 3.615 -0.665 0.085
C 3.157 0.034 -0.979
C 1.805 0.370 -1.005
N 0.928 0.076 -0.061
C 1.373 -0.603 1.081
H -1.136 0.149 1.917
H -1.231 -0.988 3.141
H 0.459 -2.006 4.046
H 2.842 -2.644 4.103
H 4.327 -1.977 2.230
H 4.648 -0.993 0.139
H 3.792 0.321 -1.807
H 1.421 0.908 -1.860
Br 1.939 3.540 0.173
C 1.498 2.927 1.915
C 2.553 2.719 2.795
C 2.291 2.367 4.108
C 0.975 2.254 4.542
C -0.064 2.463 3.651
C 0.178 2.771 2.313
C -1.040 2.944 1.423
O -1.722 3.928 1.563
O -1.332 1.955 0.591
H 3.571 2.848 2.447
H 3.113 2.208 4.799
H 0.760 2.011 5.577
H -1.094 2.389 3.986
Cl -1.355 -0.135 -4.480
C -0.465 1.250 -3.933
C -0.668 1.798 -2.644
C -0.380 3.175 -2.563
Cl -1.098 4.151 -1.347
C 0.391 3.840 -3.522
Cl 0.818 5.494 -3.313
C 0.808 3.165 -4.663
Cl 1.811 3.941 -5.821
C 0.313 1.887 -4.903
Cl 0.641 1.125 -6.413

# 4
70
Properties=species:S:1:pos:R:3 method="wB97M-V/def2-TZVPD" homo_ev="-2.44 / -2.44" e_tot_ev=-157886.19938 orbital_gap_ev="4.53 / 4.52" e_above_lowest_kcal_mol=1.9 spin_multiplicity=1 e_lumo_ev="2.082 / 2.082" charge=-1
Ti 0.510 -0.501 -0.243
Br -7.222 -1.057 -0.709
C -5.322 -1.170 -0.748
C -4.698 -1.971 -1.718
C -3.334 -2.065 -1.756
C -2.498 -1.356 -0.837
O -1.240 -1.471 -0.918
C -3.165 -0.553 0.138
C -2.450 0.170 1.143
N -1.172 0.325 1.221
C -0.690 0.962 2.375
C -1.193 0.773 3.641
C -0.656 1.482 4.736
C 0.372 2.367 4.574
C 0.937 2.560 3.289
C 2.007 3.439 3.014
C 2.492 3.531 1.741
C 1.937 2.718 0.731
N 0.940 1.897 0.952
C 0.421 1.830 2.199
C -4.571 -0.481 0.162
H -5.303 -2.515 -2.433
H -2.837 -2.680 -2.495
H -3.076 0.646 1.905
H -1.984 0.052 3.802
H -1.068 1.308 5.723
H 0.778 2.911 5.418
H 2.435 4.023 3.821
H 3.316 4.187 1.497
H 2.353 2.709 -0.268
H -5.053 0.131 0.915
O 0.138 -3.421 3.183
C 0.488 -2.539 2.198
O -0.343 -2.189 1.347
C 1.801 -2.045 2.169
C 2.851 -2.417 3.041
C 4.105 -1.920 2.844
C 4.321 -1.044 1.747
C 3.260 -0.714 0.949
N 2.001 -1.156 1.126
C 3.390 0.212 -0.228
O 4.458 0.730 -0.523
O 2.265 0.408 -0.830
H -0.780 -3.648 2.983
H 2.627 -3.105 3.846
H 4.921 -2.198 3.498
H 5.287 -0.624 1.507
S -0.633 0.451 -4.648
C -1.398 1.721 -3.747
C -2.275 2.708 -4.182
C -2.764 3.605 -3.250
C -2.380 3.523 -1.907
C -1.505 2.547 -1.474
C -1.011 1.632 -2.404
N -0.143 0.592 -2.127
C 0.146 -0.105 -3.186
C 0.983 -1.301 -3.136
C 1.502 -1.862 -4.304
C 2.295 -2.992 -4.214
C 2.569 -3.528 -2.958
C 2.067 -2.934 -1.807
C 1.260 -1.795 -1.850
H -2.573 2.770 -5.220
H -3.455 4.377 -3.565
H -2.776 4.237 -1.196
H -1.192 2.469 -0.442
H 1.297 -1.421 -5.275
H 2.710 -3.444 -5.107
H 3.195 -4.412 -2.881
H 2.325 -3.366 -0.844